Entry from OMol25: a cluster of 3 separate species, C33H64F3N2O6 in total in a non-equilibrium geometry (ωB97M-V/def2-TZVPD).

Each line ends with the Löwdin charge.
Geometry (Å):
F -12.5475 -1.0481 1.3905  0.158
F -12.2510 -0.4264 -0.6865  0.155
F -11.2577 -3.4278 0.7487  0.080
O -9.0922 0.0462 3.2026  -0.115
O -1.2339 3.4050 -0.1346  -0.071
O 10.3191 0.0185 -2.0454  -0.062
O -7.3507 0.4470 -0.5932  -0.003
O -7.0097 -1.8651 -0.6191  0.061
O -9.8663 -1.6666 4.2557  0.133
N -10.1761 -0.9171 3.4432  0.034
N -6.7229 -0.7624 1.9673  0.001
C 8.8056 0.6311 -3.8270  -0.059
C 7.9116 -1.6816 1.8888  -0.201
C -11.0643 -2.2833 0.0566  -0.215
C 10.7723 2.0803 -3.2314  -0.062
C -5.0129 0.8321 -1.1158  -0.126
C -9.1878 -0.9189 -1.0079  -0.063
C -0.0429 0.5798 -1.8916  -0.212
C -3.5711 0.8853 -0.6172  -0.187
C -11.9244 -1.2928 0.2588  -0.332
C 9.8116 0.7306 2.5180  -0.113
C -9.8691 -2.2852 -0.8480  -0.079
C -1.5642 3.2762 2.2629  -0.056
C -5.8892 -2.4623 3.5385  0.100
C 6.9643 -0.8044 -0.3266  -0.209
C 5.4602 -0.5716 -0.1193  -0.213
C -2.5664 1.0936 -1.7721  -0.177
C -6.0908 0.8089 -0.0179  -0.261
C -0.5864 3.1151 1.1085  -0.493
C 4.6298 -1.3699 -1.1233  -0.216
C 9.7098 1.1266 -2.7084  -0.502
C -5.6400 -0.0287 1.1938  -0.013
C -1.4662 0.0106 -1.8504  -0.204
C 9.4318 -1.7876 2.0941  -0.216
C 0.6312 4.0061 1.2857  -0.051
C 3.1135 -1.2548 -0.8724  -0.203
C 10.2237 -0.5233 1.7480  -0.256
C 2.4201 -0.1730 -1.7262  -0.196
C 7.4734 -2.0331 0.4439  -0.194
C -8.9284 0.2490 1.8051  -0.117
C -7.8635 -0.8043 -0.2500  -0.520
C -8.0467 -0.8785 1.2608  -0.131
C 0.9765 -0.5378 -2.1298  -0.212
C -6.1694 -2.1045 2.2876  -0.102
H -1.9246 4.3070 2.3150  0.086
H -6.2073 1.8455 0.3060  0.156
H -4.8905 -0.7660 0.9305  0.119
H 0.3320 5.0574 1.3094  0.085
H 9.7847 -2.5722 1.4179  0.101
H 10.0491 0.6406 3.5794  0.073
H -3.3210 -0.0754 -0.1593  0.095
H 10.3237 2.9500 -3.7132  0.080
H -3.0950 1.0903 -2.7273  0.110
H 4.8550 -1.0068 -2.1307  0.104
H -1.6194 -0.6473 -2.7109  0.112
H -6.5643 -2.3428 4.3816  0.088
H -6.0714 -2.7392 1.4160  0.134
H 10.1740 -0.3375 0.6716  0.089
H 9.6596 -2.1393 3.1033  0.105
H -8.5158 -1.8314 1.5068  0.164
H 11.2754 -0.7095 1.9828  0.104
H 10.3756 1.5882 2.1448  0.068
H -2.0646 2.0477 -1.6217  0.081
H 8.0513 -0.0506 -3.4332  0.061
H 10.8595 -0.4510 -2.6906  0.088
H -4.9598 -2.9903 3.7220  0.085
H 0.9404 -0.8485 -3.1769  0.114
H 2.4217 0.7781 -1.1911  0.104
H 7.1383 -0.9791 -1.3918  0.093
H -8.8959 -0.8050 -2.0545  0.141
H 7.5467 -0.6748 2.0969  0.088
H 9.1084 1.6311 -1.9498  0.134
H 0.0352 1.3483 -2.6616  0.125
H -8.3968 1.1959 1.7055  0.147
H 3.0069 -0.0575 -2.6398  0.103
H -1.5062 -0.6467 -0.9746  0.102
H 9.3896 0.0829 -4.5715  0.083
H -1.5240 4.3242 -0.1032  0.098
H 5.1816 -0.9111 0.8834  0.111
H -9.8533 -0.0854 -0.7999  0.121
H 0.1622 0.9796 -0.8955  0.094
H 8.3005 -2.4808 -0.1091  0.104
H 1.1587 3.7778 2.2122  0.085
H -5.1824 -0.0063 -1.7950  0.124
H -10.1878 -2.6151 -1.8413  0.135
H 8.3005 1.4589 -4.3268  0.081
H -1.0963 3.0277 3.2159  0.084
H -5.2102 1.7450 -1.6822  0.132
H 6.6735 -2.7759 0.5118  0.101
H 2.6143 -2.2183 -0.9833  0.101
H -3.4257 1.6752 0.1241  0.103
H 7.4291 -2.3741 2.5802  0.102
H 0.6684 -1.4159 -1.5518  0.101
H -9.1925 -3.0603 -0.4875  0.129
H 11.4102 2.4235 -2.4168  0.080
H 11.4113 1.5733 -3.9597  0.082
H -6.7528 -1.7187 -1.5402  0.133
H -9.8936 0.2964 1.3055  0.126
H 8.7560 0.9718 2.3958  0.054
H -6.8394 -0.3137 2.8797  0.172
H 7.5389 0.0699 -0.0143  0.102
H 2.9975 -0.9597 0.1765  0.105
H 4.9130 -2.4256 -1.1039  0.109
H 1.3210 3.8780 0.4516  0.082
H -0.2697 2.0726 1.0402  0.128
H 5.2255 0.4905 -0.2293  0.114
H -5.1584 0.6422 1.9027  0.149
H -2.4332 2.6294 2.1239  0.057

Computed properties:
HOMO-LUMO gap = 7.93 eV
spin multiplicity = 1
energy above the lowest of the compared OMol25 structures with the same formula, charge and spin = 0.0000 eV
HOMO energy = -11.26 eV
total charge = +1